115
Properties=species:S:1:pos:R:3:forces:R:3 method="wB97M-V/def2-TZVPD" max_force_ha_per_bohr=0.014 charge=-1 orbital_gap_ev="6.2 / 6.3" e_above_lowest_kcal_mol=0.0 e_tot_ha=-5316.1269 homo_ev="-3.81 / -3.97" spin_multiplicity=4
Cr 0.91806 -0.23122 0.19282 0.189 -0.081 -0.338
C -4.27330 2.91980 -2.97290 0.067 -0.031 0.063
C -5.16013 2.99581 -1.72666 0.021 0.079 -0.022
C -6.58210 2.59644 -2.11386 -0.023 -0.009 -0.020
C -5.20840 4.41902 -1.16498 0.035 -0.082 0.081
N -4.65086 2.03990 -0.70815 0.071 -0.102 -0.004
C -5.34722 0.89904 -0.30149 -0.072 0.183 -0.026
C -4.51428 0.15332 0.43244 0.252 -0.029 0.047
N -3.29101 0.80209 0.49008 -0.037 -0.034 -0.070
B -2.02638 0.18873 1.11562 0.037 -0.215 0.073
N -1.63051 1.00364 2.37306 0.100 0.041 -0.021
C -2.36238 2.01194 2.95964 -0.003 -0.142 -0.041
C -1.62381 2.52999 3.95501 0.031 0.009 0.097
N -0.41248 1.84318 3.98252 0.129 0.053 -0.089
C -0.43262 0.91107 2.98984 -0.242 0.164 0.026
S 0.72184 -0.30460 2.63632 0.239 -0.179 0.086
C 0.75650 2.22059 4.83636 0.012 -0.035 -0.009
C 1.91320 2.67232 3.94031 -0.046 -0.067 -0.048
C 1.16396 1.04522 5.72548 -0.102 -0.024 -0.018
C 0.34393 3.38059 5.73950 -0.063 0.044 -0.054
N -2.30093 -1.28609 1.51031 0.127 -0.050 0.007
C -2.30492 -1.76512 2.81002 -0.102 0.197 -0.123
C -2.28304 -3.10118 2.76225 0.065 -0.172 -0.131
N -2.23153 -3.47773 1.41919 0.044 0.035 0.066
C -2.29570 -2.34900 0.64362 0.063 -0.010 0.338
S -2.44224 -2.20546 -1.03420 -0.226 -0.038 0.095
C -2.18751 -4.91867 1.03247 -0.155 -0.121 -0.062
C -3.62520 -5.44161 1.01620 0.004 0.051 0.007
C -1.53187 -5.15836 -0.32708 -0.118 0.214 0.115
C -1.35155 -5.66250 2.08530 -0.026 0.129 0.034
C -3.37122 1.98182 -0.19476 -0.299 -0.201 -0.077
S -2.12573 3.11090 -0.29204 -0.110 0.076 -0.005
H -4.64885 3.60556 -3.73634 -0.025 -0.032 0.025
H -4.27210 1.90393 -3.37637 -0.003 0.047 0.013
H -3.24698 3.19166 -2.73042 -0.025 -0.010 -0.014
H -6.94030 3.31048 -2.85558 -0.006 0.003 0.006
H -7.25665 2.63449 -1.25510 0.000 -0.011 -0.053
H -6.61810 1.60142 -2.56059 -0.011 0.032 0.006
H -5.55018 5.09875 -1.94922 0.003 -0.012 0.036
H -4.22564 4.73201 -0.82442 0.061 0.017 0.006
H -5.90822 4.47536 -0.32583 0.037 -0.018 -0.042
H -6.37412 0.71582 -0.55541 0.086 0.011 -0.016
H -4.67289 -0.80104 0.90117 0.022 0.025 -0.034
H -1.06388 0.21810 0.34114 -0.164 0.036 -0.160
H -3.34225 2.28550 2.61054 0.058 -0.007 -0.022
H -1.86272 3.33054 4.62830 0.059 -0.037 -0.031
H 2.30809 1.84134 3.35601 -0.018 0.034 -0.013
H 2.71450 3.08742 4.55867 -0.063 -0.044 -0.002
H 1.56833 3.43475 3.23920 0.024 -0.006 0.031
H 1.45369 0.18364 5.13054 0.019 -0.033 -0.022
H 0.33823 0.75888 6.38399 0.048 0.019 -0.033
H 2.01341 1.34633 6.34310 -0.034 -0.014 -0.021
H 0.11651 4.27795 5.15996 0.002 -0.024 0.044
H 1.17903 3.60774 6.40131 0.004 0.003 -0.011
H -0.51850 3.12208 6.35895 0.063 0.026 0.006
H -2.30268 -1.11232 3.66538 0.026 0.005 -0.069
H -2.26072 -3.81189 3.56706 0.023 0.036 -0.072
H -4.19527 -4.92486 0.24138 0.002 -0.021 0.018
H -4.11057 -5.27216 1.98073 0.002 -0.034 -0.010
H -3.63106 -6.51366 0.80350 -0.002 0.044 -0.001
H -2.16880 -4.84898 -1.14711 -0.059 0.006 -0.037
H -1.32033 -6.22668 -0.41715 0.037 0.029 0.018
H -0.59259 -4.61320 -0.40499 -0.656 -0.180 0.061
H -1.88126 -5.77687 3.03310 0.012 -0.002 -0.014
H -0.41192 -5.13752 2.27032 -0.042 -0.069 0.005
H -1.11466 -6.66005 1.71638 -0.028 0.009 -0.004
C 5.34156 1.31012 0.09683 -0.166 -0.036 0.021
C 3.83073 1.18843 0.16015 0.109 0.077 0.029
S 3.21874 -0.45761 0.02300 -0.176 -0.083 0.133
C 3.01223 2.23849 0.29544 0.054 -0.023 0.013
C 3.50514 3.65882 0.38911 -0.034 -0.019 -0.006
S 1.25617 2.09202 0.31908 -0.142 0.178 -0.040
H 5.79207 0.31842 0.06182 0.018 0.031 -0.004
H 5.73807 1.82736 0.97458 0.016 -0.012 -0.027
H 5.66066 1.85963 -0.79354 0.022 -0.018 0.020
H 4.58246 3.71118 0.55697 -0.051 0.008 -0.014
H 2.99802 4.18427 1.20368 0.038 -0.012 -0.030
H 3.27273 4.20344 -0.53278 0.019 0.004 0.047
C -0.61395 0.59744 -2.33757 0.007 0.076 -0.208
N 0.70235 -0.05299 -2.04572 -0.133 -0.022 0.223
C 0.70957 -1.38472 -2.71125 -0.048 0.078 -0.208
N 0.48806 -1.27379 -4.15408 0.006 0.072 0.035
C -0.80769 -0.61787 -4.36986 0.078 0.048 0.086
N -0.85020 0.72211 -3.77696 0.041 -0.065 0.045
C 0.22578 1.52164 -4.35860 0.041 -0.074 0.051
N 1.54210 0.91478 -4.13398 -0.053 -0.055 0.063
C 1.75805 0.78222 -2.69143 -0.053 -0.027 -0.216
C 1.53362 -0.42480 -4.72652 -0.050 0.036 0.086
H -0.61774 1.58324 -1.87478 0.040 0.012 0.002
H -1.40531 -0.00869 -1.90059 0.018 -0.022 0.014
H -0.07865 -1.99111 -2.27024 0.009 0.034 0.011
H 1.67680 -1.84893 -2.52293 0.064 0.023 0.020
H -1.59074 -1.22850 -3.91737 -0.004 -0.006 0.003
H -0.98886 -0.53761 -5.44477 0.004 0.000 -0.006
H 0.21148 2.51616 -3.90871 0.000 -0.004 0.016
H 0.05896 1.61322 -5.43527 0.005 0.009 -0.004
H 1.74419 1.76312 -2.22477 -0.032 0.051 0.054
H 2.72136 0.31347 -2.50955 0.048 -0.059 0.044
H 2.50439 -0.89328 -4.55227 0.008 -0.006 0.003
H 1.37042 -0.33695 -5.80375 -0.006 0.005 -0.004
O 2.18928 -5.43756 2.15522 0.077 -0.013 0.071
C 1.95380 -5.57275 0.84419 -0.011 0.125 -0.170
C 2.11206 -6.83310 0.26443 -0.019 -0.110 -0.073
C 1.88576 -7.01199 -1.08758 -0.047 0.026 0.054
C 1.49740 -5.94210 -1.89104 0.041 0.074 -0.020
C 1.32994 -4.69564 -1.31537 0.474 -0.072 -0.125
C 1.54316 -4.48918 0.04566 0.456 0.015 -0.051
C 1.32264 -3.14157 0.66714 -0.356 -0.022 -0.124
O 1.61130 -2.99765 1.86601 0.075 0.110 -0.064
O 0.79279 -2.24763 -0.09233 0.385 0.140 0.569
H 2.07351 -4.45870 2.32955 -0.051 0.040 0.048
H 2.42617 -7.65567 0.89556 -0.021 0.030 0.007
H 2.00962 -7.99768 -1.52164 0.020 0.014 0.004
H 1.32468 -6.08188 -2.95070 -0.006 0.001 0.026
H 1.01252 -3.85185 -1.91204 -0.027 -0.038 0.024

***

9
Properties=species:S:1:pos:R:3:forces:R:3 method="wB97M-V/def2-TZVPD" max_force_ha_per_bohr=0.136 orbital_gap_ev="5.6 / 7.2" e_above_lowest_kcal_mol=54.2 e_tot_ha=-579.9953 homo_ev="-6.49 / -8.03" spin_multiplicity=2
O 1.68556 -0.66152 -0.08227 0.095 -1.380 -0.662
C 0.52503 0.06704 -0.27011 -1.716 -4.550 1.606
O 0.42364 1.29463 0.05737 5.146 -2.310 -2.097
C 0.80043 -1.96820 -0.11222 1.455 1.205 -0.296
C -0.31550 -1.02506 -0.28104 0.093 2.470 -0.167
H 0.89487 -2.51603 0.83489 0.041 0.379 -0.246
H 1.11626 -2.55321 -0.98609 -0.074 0.038 0.397
F -1.61061 -1.07465 0.09653 -0.026 -0.358 -0.397
Sn -0.87367 2.41971 0.55424 -5.013 4.507 1.862

***

36
Properties=species:S:1:pos:R:3:forces:R:3 method="wB97M-V/def2-TZVPD" max_force_ha_per_bohr=0.061 charge=+1 orbital_gap_ev="6.8 / 8.7" e_above_lowest_kcal_mol=2.6 e_tot_ha=-986.0368 homo_ev="-9.10 / -11.74" spin_multiplicity=2
Mg -5.20633 -7.49698 7.88324 -1.266 0.449 -0.115
C -5.42220 -10.46616 8.11159 1.108 0.148 1.439
O -6.16653 -9.21910 8.25096 -0.515 -0.965 -0.113
C -7.43451 -9.29225 7.62162 -1.610 0.320 -1.091
C -8.37655 -8.14956 8.06481 1.243 0.818 -2.367
O -7.41928 -7.03547 8.11674 -1.525 -1.159 -0.469
C -7.84238 -6.06968 9.02594 -0.484 1.814 0.138
C -6.64117 -5.14385 9.11459 -0.066 1.015 1.013
O -5.45694 -5.99765 9.20479 -0.764 0.578 -1.060
C -4.54754 -5.55035 10.17935 -0.664 -0.022 1.762
H -4.60991 -10.33897 8.86459 -0.495 -0.375 -0.711
H -4.96872 -10.53739 7.13461 -0.035 0.027 -0.345
H -5.98618 -11.38956 8.35278 -0.150 0.881 -0.104
H -7.88677 -10.23870 7.84543 -0.236 -0.600 0.086
H -7.36073 -9.21039 6.49716 0.296 -0.117 1.031
H -8.89861 -8.15173 8.98361 -0.061 -0.778 1.356
H -9.20234 -7.96099 7.29987 1.308 -0.213 0.599
H -8.15456 -6.47969 10.01264 0.652 -0.098 -0.473
H -8.75562 -5.50330 8.67961 0.904 -0.440 0.002
H -6.76241 -4.47860 10.02656 0.484 -0.915 -0.883
H -6.49003 -4.45562 8.25780 -0.322 -0.615 0.262
H -4.33418 -4.49453 10.08032 -0.241 0.374 0.044
H -3.59455 -6.04102 10.07592 0.093 -0.648 0.063
H -5.11305 -5.79522 11.12342 1.420 0.554 -0.327
O -3.48481 -8.11923 7.62947 1.445 -0.114 0.405
N -3.25025 -7.42331 6.45778 -0.071 0.221 0.798
C -2.54419 -6.26273 6.51710 1.471 0.448 0.689
C -2.55209 -5.36229 5.50440 -1.955 -1.426 -1.037
C -3.43087 -5.67176 4.33038 0.446 0.209 1.563
C -4.31868 -6.72291 4.40237 2.146 0.617 1.595
C -4.32287 -7.56745 5.59313 0.025 2.728 -1.544
H -1.84321 -6.12931 7.37708 -0.949 -0.383 -0.671
H -1.98049 -4.47695 5.64972 0.361 0.505 -0.443
H -3.36523 -5.02837 3.46605 -0.118 -0.068 -0.088
H -4.87570 -6.94169 3.53586 -0.936 -0.407 -0.595
H -4.54221 -8.56548 5.50720 -0.939 -2.363 -0.412